Formula: C10H18CaF12O18S4
Source: OMol25
Level of theory: wB97M-V/def2-TZVPD

Properties
Total energy   -5215.31032 Ha
E_HOMO   -4.4 eV
Charge   -2
Max |F|   1.0 eV Å⁻¹

Structure (XYZ):
```
63
C10H18CaF12O18S4 | OMol25 | wB97M-V/def2-TZVPD
Ca -0.26311 0.59637 0.16421
S -2.35409 1.22269 3.02218
S -2.36407 2.52761 -2.07975
S 1.96311 1.64749 2.97230
S 0.11279 -2.64906 2.06762
F 4.48823 1.56101 3.79785
F -2.22423 -3.79865 2.52171
F -4.09237 2.48519 -4.08154
F -3.62202 0.53460 -3.26482
F -0.61632 -5.17650 2.06579
F 4.25790 1.69492 1.65122
F -4.79815 0.49810 3.73900
F -4.76539 1.72995 1.93717
F -4.10260 -0.35148 1.84894
F -1.53220 -4.02212 0.48909
F 3.86460 -0.16454 2.65993
F -4.92727 1.87662 -2.18656
O -0.45906 -3.09267 -3.44329
O 2.03309 3.09528 2.99481
O -1.34548 2.48540 -3.11374
O 0.08026 -2.43999 3.46601
O 1.97576 -1.24351 -0.18319
O 1.40861 1.11756 1.73042
O -2.34121 2.60196 3.41648
O 1.55922 0.98777 4.17482
O -1.72385 0.98419 1.72066
O -2.14343 1.55890 -1.00881
O 1.34194 -3.25928 1.54905
O -0.46438 -0.77133 -1.69264
O -2.05870 0.26325 4.04347
O -2.80641 3.82523 -1.65879
O 0.02013 3.16277 0.60384
O 1.40273 1.58165 -1.26609
O 3.57337 -3.70114 -1.03846
O -0.37045 -1.58986 1.18897
C -1.56993 -2.21358 -3.30181
C -1.14057 -3.96958 1.77428
C 0.85033 3.76645 -0.35595
C -4.10160 0.76657 2.60700
C 3.73295 1.17249 2.77068
C 3.65711 -2.36980 -1.51315
C 3.35391 -1.35263 -0.43202
C -1.57766 -1.63590 -1.91700
C 1.96403 2.82425 -0.77746
C -3.83083 1.82749 -2.94293
H 4.67619 -2.24416 -1.89375
H 2.50053 3.29265 -1.61191
H 0.27148 4.01405 -1.25437
H 3.78498 -0.36851 -0.62938
H 3.86183 -1.70631 0.47950
H 2.96149 -2.20230 -2.34737
H -1.47771 -1.40183 -4.03632
H 0.32206 -1.21166 -2.03889
H -1.64366 -2.41774 -1.15764
H 1.35375 1.66380 -2.22210
H 0.11594 3.60429 1.45276
H -2.45312 -0.99262 -1.82843
H 1.71677 -1.99739 0.38286
H -2.54504 -2.68656 -3.47581
H 1.29930 4.69838 0.00493
H 2.65595 2.59087 0.02370
H 3.03905 -3.76861 -0.23741
H -0.48448 -3.46048 -4.32990
```

=====

Formula: C19H20N2OS
Source: OMol25
Level of theory: wB97M-V/def2-TZVPD

Properties
Total energy   -1318.93665 Ha
E_HOMO   -8.2 eV
SMILES string   C=CCN(CC=C)C(=S)NC(=O)Cc1cccc2ccccc12
Charge   0
Max |F|   1.1 eV Å⁻¹

Structure (XYZ):
```
43
C19H20N2OS | OMol25 | wB97M-V/def2-TZVPD
S -1.66566 2.21250 1.75306
O 0.95934 2.33278 -1.80756
N -0.81841 1.60614 -0.69518
N -2.60278 0.37978 0.11830
C 0.48876 2.06207 -0.72852
C -3.50527 0.02881 -2.12365
C -2.30802 -1.67047 2.11216
C 5.05442 0.15821 -0.07046
C -3.68240 0.14345 1.04983
C 2.80656 -2.79011 -0.02982
C -1.69289 1.34579 0.34712
C 3.93979 -2.03244 -0.11192
C 3.74764 2.14252 0.25990
C 1.48704 -0.81486 0.33654
C 1.27079 2.11855 0.56102
C 2.63444 0.00256 0.24439
C -2.59098 -0.48810 -1.04776
C 2.58920 1.41750 0.36194
C -4.53620 -0.64583 -2.59532
C 3.88797 -0.62892 0.02085
C 4.98379 1.51618 0.04898
C 1.56890 -2.17257 0.20026
C -3.44247 -1.01109 1.97942
H -2.20426 -2.47928 2.81376
H -4.30476 -1.26898 2.57871
H -1.56792 -0.58529 -1.42578
H -2.92307 -1.47821 -0.72345
H -3.82086 1.05029 1.64920
H 2.85424 -3.86401 -0.13570
H 1.44677 3.17169 0.78933
H 5.87595 2.12053 -0.02350
H -1.42797 -1.42573 1.54138
H 3.71345 3.21926 0.33905
H -4.77285 -1.63736 -2.24464
H 0.71248 1.68367 1.38825
H 0.52708 -0.35983 0.52676
H -5.17710 -0.24486 -3.36119
H 0.67896 -2.78234 0.27271
H 6.00098 -0.33430 -0.24112
H -1.19323 1.50316 -1.63307
H 4.90027 -2.49797 -0.28225
H -3.29260 1.02612 -2.48653
H -4.59914 -0.02896 0.47454
```

=====

Formula: C6H9F
Source: OMol25
Level of theory: wB97M-V/def2-TZVPD

Properties
Total energy   -333.78787 Ha
E_HOMO   -8.8 eV
SMILES string   C[C@H]1C[C@H]2C[C@]21F
Charge   0
Max |F|   4.4 eV Å⁻¹

Structure (XYZ):
```
16
C6H9F | OMol25 | wB97M-V/def2-TZVPD
F 2.38299 -1.03116 -0.57885
C 1.39556 -0.26183 -0.11244
C 1.68939 0.62403 1.07594
C -0.06088 -0.48328 -0.61337
C -0.97127 -1.47700 0.12059
C 1.09751 1.34074 -0.17200
C -0.31637 1.04677 -0.47370
H 1.74941 1.99423 -0.71070
H -1.91348 -1.53252 -0.47165
H 1.15338 0.84621 1.99190
H -1.02386 1.48758 0.31199
H -0.74560 1.40304 -1.46356
H -0.40244 -2.38171 0.12029
H -1.31899 -1.19016 1.17946
H 2.77006 0.75948 1.17183
H -0.04166 -0.71348 -1.62108
```

=====

Formula: C16H12IN5O2Pt
Source: OMol25
Level of theory: wB97M-V/def2-TZVPD

Properties
Total energy   -1458.13933 Ha
E_HOMO   -8.2 eV
Charge   0
Max |F|   1.2 eV Å⁻¹

Structure (XYZ):
```
37
C16H12IN5O2Pt | OMol25 | wB97M-V/def2-TZVPD
Pt -0.03090 -0.17269 -0.17708
I -0.16884 -2.29819 1.37880
O 0.23091 1.58180 -1.13608
O 4.62676 -0.60937 -3.36143
N -4.26369 0.57334 0.28118
N 1.54487 2.78306 -4.18572
N 1.98334 -0.42585 -0.20691
N -1.99016 0.01558 -0.31033
N -6.21574 1.91301 -0.38221
C 4.67646 -2.04442 1.79190
C 1.04488 1.66174 -2.13342
C 2.65093 -0.02921 -1.26896
C -5.27825 1.29070 -0.10895
C 3.19327 1.33269 -3.24406
C 2.78941 2.26817 -4.15589
C -3.09270 0.32744 -0.05752
C 2.64089 -1.25806 0.70871
C 0.68667 2.49791 -3.24268
C -0.71048 3.02705 -3.31592
C 4.60656 0.81699 -3.29907
C 1.94672 -2.09922 1.58106
C 3.94703 -2.85365 2.65135
C 4.03962 -1.26005 0.85192
C 2.56931 -2.88928 2.52858
C 2.28784 0.96805 -2.20247
H 4.43449 -3.44348 3.41497
H -0.96793 3.56438 -2.40322
H 5.49879 -0.90250 -3.64033
H 5.09832 1.23906 -4.17822
H 5.75592 -2.02325 1.85917
H 4.63209 -0.60324 0.23010
H -1.41705 2.19923 -3.40781
H 1.97448 -3.53253 3.16302
H 3.46459 2.63044 -4.92260
H 5.15540 1.16898 -2.41506
H 3.56866 -0.56067 -1.49588
H -0.80880 3.67955 -4.17887
```

=====

Formula: C24H28CoN3O3PSe
Source: OMol25
Level of theory: wB97M-V/def2-TZVPD

Properties
Total energy   -5447.03357 Ha
E_HOMO (spin up / spin down)   -6.8 / -6.7 eV
Charge   0
<S²>   0.769
Spin multiplicity   2
Max |F|   0.7 eV Å⁻¹

Structure (XYZ):
```
61
C24H28CoN3O3PSe | OMol25 | wB97M-V/def2-TZVPD
Se 0.40783 1.99160 0.33851
Co 0.34365 -0.44310 -0.01393
P 3.16302 -2.47373 -0.47092
O -0.74681 -4.10723 1.21150
O 2.35376 -1.23212 -0.25807
O -1.50468 -3.65935 -1.58833
N 0.13921 -0.54653 -1.93083
N -0.52235 -2.18221 -0.07346
N 0.45329 -0.86646 1.92142
C -0.91190 -2.64349 -1.29760
C 0.61831 0.05647 -4.17549
C 0.93400 -0.54694 4.23236
C -0.00888 -1.09292 -4.63150
C -0.55200 -1.97680 -3.71372
C -4.89266 5.29856 0.49668
C -2.11338 1.86701 -1.82068
C 0.94304 -0.12013 2.91356
C -0.04050 -2.08011 2.22288
C -1.53877 3.75455 1.43698
C 2.32537 -3.85676 -1.27825
C -0.08818 -2.57371 3.51484
C -2.69458 4.52715 1.45958
C 4.60403 -2.12276 -1.50505
C -3.41386 3.57974 -0.59013
C -3.64760 4.46112 0.45424
C -1.30947 2.87849 0.36112
C 0.67022 0.30239 -2.81402
C 0.39899 -1.78475 4.54163
C -0.44735 -1.67483 -2.36724
C 3.79401 -3.12807 1.09279
C -0.57234 3.89903 2.57663
C -0.51681 -2.92125 1.06445
C -2.27292 2.79032 -0.65162
H 1.32427 0.84976 2.62701
H 5.20262 -3.01983 -1.66445
H 4.47681 -3.96203 0.93262
H 1.10968 1.19484 -2.38696
H 3.00628 -4.70242 -1.37730
H 0.36531 -2.13075 5.56628
H 1.33284 0.10050 5.00028
H -1.04822 -2.89391 -3.99772
H -2.85181 5.19827 2.29622
H -4.92626 5.90498 1.40127
H 2.95492 -3.46825 1.70184
H -1.56182 2.34806 -2.63297
H -0.06845 -1.29902 -5.69204
H -5.78854 4.67520 0.47891
H 5.21937 -1.35897 -1.03060
H 0.38657 4.29761 2.23935
H -0.98020 4.56733 3.33378
H -4.14633 3.48999 -1.38569
H -3.08496 1.56076 -2.20901
H 1.99392 -3.55844 -2.27449
H 1.45829 -4.18039 -0.70671
H -0.35997 2.93161 3.03574
H -0.49836 -3.56045 3.67340
H -1.56169 0.98188 -1.52739
H 4.31290 -2.33483 1.63052
H 1.05972 0.76589 -4.86077
H 4.26745 -1.74316 -2.46950
H -4.94806 5.97260 -0.35995
```

=====

Formula: C51H49CeClN12O6PS
Source: OMol25
Level of theory: wB97M-V/def2-TZVPD

Properties
Total energy   -4756.32302 Ha
E_HOMO (spin up / spin down)   -6.2 / -6.2 eV
Charge   0
<S²>   0.751
Spin multiplicity   2
Max |F|   3.2 eV Å⁻¹

Structure (XYZ):
```
122
C51H49CeClN12O6PS | OMol25 | wB97M-V/def2-TZVPD
Ce 0.70818 -0.67095 -0.74697
Cl 2.71118 1.26853 -1.33129
S 1.99687 -2.48834 2.06574
P -0.63933 1.67775 2.03870
O 2.77488 -1.71092 -2.09990
O 0.67256 -2.00572 1.46511
O 2.69086 -3.41261 -3.55827
O -1.94556 -1.15132 -4.10401
O -2.59971 0.17101 -1.89238
O 0.00185 -1.27494 -2.93352
N -0.11805 -4.73694 0.55110
N 1.78028 0.54703 1.36631
N -2.60230 -0.17553 2.69709
N 0.51684 -5.31022 -0.54413
N 1.93544 1.72380 3.22121
N -0.30215 1.75920 -0.76011
N 2.39394 -2.87906 -2.45024
N 1.57476 -3.42991 -1.46897
N 1.62086 -5.60015 -2.49435
N 3.14209 -2.53189 0.77989
N -1.56946 -0.66607 0.78483
N -1.20553 3.61286 0.06883
C -2.67911 5.69918 -1.74402
C -4.13766 -3.21437 3.50973
C 5.30351 0.49173 0.81511
C -3.18497 -1.33015 2.19480
C -0.61013 2.62691 -1.82027
C -2.19861 -3.95489 -2.00999
C 1.57565 2.58439 4.35872
C -6.46001 -3.18528 4.19446
C 6.71171 1.79391 5.31150
C -2.94774 6.90135 -2.40729
C -0.68220 2.36634 0.34448
C -0.55544 5.60356 -2.92180
C 4.80431 2.70572 4.12526
C -2.03489 7.49436 -3.28836
C 3.06813 0.37921 1.86531
C 1.10502 1.28465 2.22981
C 5.20511 -2.05464 -0.28096
C -5.53355 -1.34327 2.90734
C 4.40194 1.41647 3.78645
C -0.08982 -2.00287 -5.26977
C -1.51122 2.69242 -4.15504
C -5.20765 -3.78082 4.19936
C 6.29693 -1.26519 -0.54310
C 3.19851 1.17841 2.97875
C -6.61055 -1.94731 3.53586
C -0.73093 -1.42326 -3.98207
C -3.19761 -4.88587 -1.81311
C -4.07967 -4.66713 -0.75048
C 0.70109 1.37315 -5.17081
C -2.07361 -2.83617 -1.16241
C 6.28279 0.49301 4.96149
C -0.50209 2.30337 -3.25544
C -2.93947 0.51221 3.94879
C -1.34827 2.52496 -5.52056
C -2.51243 -1.64982 1.01940
C 6.33841 0.02873 0.02850
C 5.94205 2.88583 4.90492
C -3.88087 -3.63246 0.15740
C 4.15824 -1.60066 0.60173
C -0.81841 6.83618 -3.50802
C 1.21843 -4.73828 -1.54886
C 4.18522 -0.30811 1.13660
C -1.46172 5.05066 -1.99551
C -4.30862 -1.98935 2.88063
C 0.60468 1.64623 -3.78259
C -1.52758 4.61268 1.06850
C -1.12459 3.80656 -1.30196
C -2.79232 -2.73950 0.04097
C -0.22654 1.88338 -6.07016
C 5.17641 0.31900 4.13743
C -1.61265 0.15975 1.81628
H 2.05696 -5.11797 -3.28947
H -0.80251 4.54533 1.89728
H -0.65518 -2.91578 -5.56403
H 4.22570 3.56251 3.75613
H -4.91112 -5.33305 -0.56642
H 0.55166 2.31193 4.69628
H -3.45510 -0.12511 -1.57589
H -0.05828 7.23758 -4.15885
H -2.48171 -0.34259 -2.75477
H -0.15757 -1.27337 -6.09182
H 0.47338 -4.20840 1.19393
H -2.54430 4.45780 1.46693
H 7.14389 0.73002 -0.16847
H -2.42968 3.11211 -3.75060
H 3.00313 -3.15870 -0.02163
H 6.22729 3.89044 5.18172
H -4.60935 -3.51745 0.95423
H -3.43678 1.47474 3.73226
H -5.64949 -0.38231 2.42159
H 1.09633 -6.44794 -2.67745
H -1.46558 5.62089 0.62870
H 5.01815 -3.04107 -0.73697
H 1.58438 3.64642 4.05034
H 1.39752 1.37562 -3.08302
H -3.31206 -5.74549 -2.47410
H 0.34946 5.05079 -3.15768
H -0.81437 -5.38645 0.91143
H 0.43945 -6.31988 -0.62413
H -2.00235 0.70515 4.54272
H 7.12546 -1.63427 -1.16299
H -1.47043 -2.00214 -1.52210
H -7.32307 -3.64277 4.68991
H -2.16169 2.88202 -6.14520
H 6.78862 -0.39473 5.30664
H 0.95172 -2.27371 -5.12553
H -3.17873 -3.72192 3.44611
H -1.51368 -4.03233 -2.83872
H -3.59466 -0.12700 4.56135
H 7.59978 1.95727 5.90362
H 1.51786 0.74987 -5.49925
H -2.27169 8.41652 -3.81112
H -7.55256 -1.43172 3.56458
H 4.89159 -0.67528 3.78634
H 5.29778 1.50119 1.15149
H 2.29484 2.43182 5.17556
H -3.39253 5.30071 -1.02102
H -3.90117 7.38054 -2.23041
H -0.10768 1.76848 -7.13914
H -5.01731 -4.67892 4.75999
```

=====

Formula: C3H12N3O
Source: OMol25
Level of theory: wB97M-V/def2-TZVPD

Properties
Total energy   -360.90356 Ha
E_HOMO (spin up / spin down)   -3.6 / -8.4 eV
Charge   0
<S²>   0.753
Spin multiplicity   2
Max |F|   2.2 eV Å⁻¹

Structure (XYZ):
```
19
C3H12N3O | OMol25 | wB97M-V/def2-TZVPD
O 1.40990 2.09417 -0.49906
N -1.16421 -2.01153 1.71622
N 0.35462 -0.33822 1.06669
N -0.73949 -1.64001 -0.61989
C -0.38711 -1.45168 0.71523
C -0.21975 -0.78419 -1.64679
C 0.55507 3.22900 -0.58944
H 0.40362 -0.04508 2.02603
H 1.14506 -0.03397 0.51496
H 0.87345 -0.75872 -1.68524
H -0.51180 -1.18572 -2.61440
H -0.61138 0.23407 -1.56874
H 2.33645 2.34992 -0.43856
H 0.71725 3.76284 -1.52082
H -1.66756 -2.86992 1.61920
H 0.64811 3.88237 0.28366
H -1.25831 -1.58459 2.62881
H -0.46023 2.82609 -0.54487
H -1.13688 -2.50734 -0.90823
```

=====

Formula: Cl2H3N2OP
Source: OMol25
Level of theory: wB97M-V/def2-TZVPD

Properties
Total energy   -1448.27921 Ha
E_HOMO   -9.4 eV
Charge   0
Max |F|   4.3 eV Å⁻¹

Structure (XYZ):
```
9
Cl2H3N2OP | OMol25 | wB97M-V/def2-TZVPD
Cl 4.09921 1.53134 0.07226
Cl 3.91324 -1.62438 -0.06109
P 2.73660 -0.04725 0.33146
O 1.99516 0.02419 -0.99256
N -0.21598 0.10685 0.97044
N -0.29700 0.35035 -0.27071
H -0.81193 1.16797 -0.48776
H 0.31566 -0.80147 1.15575
H 0.89625 -0.07486 -0.75126
```

=====

Repeat the third record exactly.
Formula: C6H9F
Source: OMol25
Level of theory: wB97M-V/def2-TZVPD

Properties
Total energy   -333.78787 Ha
E_HOMO   -8.8 eV
SMILES string   C[C@H]1C[C@H]2C[C@]21F
Charge   0
Max |F|   4.4 eV Å⁻¹

Structure (XYZ):
```
16
C6H9F | OMol25 | wB97M-V/def2-TZVPD
F 2.38299 -1.03116 -0.57885
C 1.39556 -0.26183 -0.11244
C 1.68939 0.62403 1.07594
C -0.06088 -0.48328 -0.61337
C -0.97127 -1.47700 0.12059
C 1.09751 1.34074 -0.17200
C -0.31637 1.04677 -0.47370
H 1.74941 1.99423 -0.71070
H -1.91348 -1.53252 -0.47165
H 1.15338 0.84621 1.99190
H -1.02386 1.48758 0.31199
H -0.74560 1.40304 -1.46356
H -0.40244 -2.38171 0.12029
H -1.31899 -1.19016 1.17946
H 2.77006 0.75948 1.17183
H -0.04166 -0.71348 -1.62108
```